Entry 1:
This record from the Open Molecules 2025 dataset describes 12 unconnected molecules or ions with the total composition C38H63N12O11. The level of theory is ωB97M-V/def2-TZVPD.

Cartesian coordinates (Å):
C 0.348 0.778 1.032
C -0.581 0.919 -0.272
C -0.341 2.154 -1.094
C 1.031 2.142 -1.826
C 1.052 0.844 -2.766
C 0.694 -0.486 -2.062
N -0.414 -0.394 -1.133
O -1.143 -1.427 -0.723
C 1.965 -0.891 -1.244
C 0.230 -1.645 -3.109
C -2.027 1.038 0.256
H 0.158 1.455 1.778
H 1.279 0.950 0.746
H 0.378 -0.216 1.590
H -0.448 2.954 -0.380
H -1.176 2.290 -1.738
H 1.846 2.094 -1.192
H 1.185 3.089 -2.434
H 1.996 0.883 -3.255
H 0.305 0.894 -3.532
H 2.701 -1.408 -1.959
H 1.721 -1.646 -0.555
H 2.595 -0.025 -0.846
H -0.595 -1.436 -3.678
H 0.050 -2.516 -2.583
H 1.036 -1.873 -3.907
H -2.600 0.857 -0.573
H -2.329 2.222 0.779
H -2.384 0.297 0.813
N -4.400 4.098 -2.608
C -4.151 3.989 -1.231
C -2.958 4.805 -0.960
C -2.457 5.380 -2.327
C -3.565 4.938 -3.280
H -5.160 3.696 -3.063
H -4.783 3.556 -0.484
H -2.385 4.985 -0.063
H -1.633 5.715 -2.324
H -3.544 5.225 -4.315
N 2.150 -4.165 0.448
C 2.866 -3.213 1.246
C 1.900 -2.755 2.450
C 0.529 -3.389 2.144
C 0.758 -4.351 0.798
H 2.599 -4.534 -0.232
H 3.983 -3.050 0.940
H 2.194 -2.063 3.177
H -0.251 -2.954 2.634
H -0.031 -4.826 0.349
N -2.318 -0.157 5.923
C -0.914 -0.161 5.677
C -0.728 -0.788 4.318
C -2.166 -1.008 3.745
C -3.128 -0.512 4.896
H -2.625 0.042 6.929
H -0.344 0.050 6.472
H 0.332 -1.225 3.837
H -2.454 -1.383 2.671
H -4.153 -0.349 4.927
N 3.062 3.985 0.358
C 3.547 5.000 -0.392
C 2.403 5.956 -0.660
C 1.330 5.490 0.316
C 1.781 4.170 0.762
H 3.690 3.219 0.628
H 4.572 4.986 -0.802
H 2.614 6.664 -1.387
H 0.478 5.953 0.424
H 1.256 3.618 1.537
N 4.707 1.827 -3.324
C 5.022 1.508 -1.887
C 5.378 0.102 -1.753
C 5.373 -0.332 -3.295
C 4.800 0.724 -4.110
H 4.224 2.868 -3.727
H 5.118 2.317 -1.185
H 5.577 -0.535 -0.809
H 5.585 -1.238 -3.615
H 4.882 0.578 -5.207
N 3.325 -6.816 -1.761
C 4.402 -5.935 -2.099
C 3.775 -4.638 -2.724
C 2.338 -4.972 -2.704
C 2.156 -6.344 -2.093
H 3.489 -7.818 -1.447
H 5.435 -6.155 -2.003
H 4.143 -3.702 -3.132
H 1.428 -4.335 -3.118
H 1.172 -6.654 -1.819
C -2.052 2.655 3.650
N -0.879 3.371 4.043
O -0.700 3.555 5.228
O -0.149 3.741 3.182
H -1.685 1.677 3.221
H -2.671 3.447 3.285
H -2.308 2.303 4.536
C -3.135 -5.408 -3.170
N -2.100 -5.318 -2.162
O -2.547 -4.898 -1.024
O -0.913 -5.176 -2.520
H -3.270 -4.409 -3.446
H -3.928 -5.848 -2.577
H -2.754 -6.024 -4.043
C -6.969 1.529 2.496
N -5.827 2.385 2.549
O -5.697 2.909 3.637
O -4.905 2.151 1.735
H -6.643 0.544 2.962
H -7.425 1.428 1.501
H -7.597 2.093 3.344
C -5.312 -2.840 -0.827
N -5.580 -1.985 0.254
O -6.659 -1.452 0.353
O -4.728 -1.506 0.935
H -4.266 -2.747 -1.345
H -5.898 -2.707 -1.585
H -5.492 -3.915 -0.364
C 5.159 -0.022 3.039
N 5.093 1.054 1.982
O 3.947 1.295 1.457
O 5.937 1.971 2.145
H 4.233 -0.391 3.081
H 5.445 0.433 3.995
H 5.554 -0.824 2.683

The energy relative to the best compared isomer or geometry (same formula, charge and spin) comes out at 473.0 kJ/mol. The HOMO energy is -9.47 eV. The molecular weight comes out at 864.00 g/mol. The total charge is +1. The value obtained for the energy is -2968.8446 hartree.

***

Entry 2:
This record from the Open Molecules 2025 dataset describes 15 unconnected molecules or ions with the total composition C38H63N17O. The level of theory is ωB97M-V/def2-TZVPD.

Cartesian coordinates (Å):
C 4.744 -0.802 -0.478
C 3.249 -0.591 -0.246
C 2.851 0.891 -0.470
C 1.820 1.131 -1.580
N 2.209 2.292 -2.430
C 1.311 3.349 -2.008
O 1.615 4.496 -1.868
C -0.031 2.710 -1.766
C 0.308 1.335 -1.150
C 0.022 1.455 0.361
N 0.724 2.583 1.000
N -0.508 0.320 -1.825
C -0.737 -0.922 -1.073
C -1.257 -2.000 -2.009
H 5.319 -0.141 0.174
H 4.988 -0.579 -1.521
H 5.021 -1.838 -0.260
H 2.683 -1.232 -0.931
H 3.005 -0.864 0.784
H 2.567 1.356 0.463
H 3.756 1.414 -0.797
H 1.832 0.246 -2.219
H 1.904 2.085 -3.380
H -0.706 3.333 -1.176
H -0.468 2.568 -2.762
H -1.064 1.595 0.446
H 0.230 0.526 0.897
H 0.142 3.411 1.011
H 0.930 2.348 1.963
H -1.417 0.721 -2.029
H -1.496 -0.770 -0.293
H 0.176 -1.236 -0.558
H -0.690 -2.048 -2.942
H -2.299 -1.785 -2.251
H -1.228 -2.993 -1.552
C -5.716 -2.236 -2.674
C -4.906 -2.042 -1.482
N -4.222 -1.876 -0.573
H -6.321 -1.351 -2.854
H -5.068 -2.393 -3.534
H -6.366 -3.100 -2.548
C -4.177 3.135 -2.707
C -3.736 1.814 -3.125
N -3.365 0.782 -3.475
H -3.328 3.817 -2.695
H -4.923 3.505 -3.408
H -4.622 3.076 -1.717
C 3.972 3.994 2.365
C 4.453 2.624 2.277
N 4.828 1.542 2.162
H 4.803 4.685 2.490
H 3.423 4.244 1.458
H 3.302 4.082 3.219
C -3.882 -0.388 -6.437
C -5.224 -0.793 -6.051
N -6.286 -1.114 -5.745
H -3.261 -1.268 -6.601
H -3.925 0.202 -7.348
H -3.444 0.212 -5.643
C -8.269 0.699 -3.653
C -7.395 1.115 -2.566
N -6.691 1.459 -1.723
H -7.778 -0.080 -4.237
H -9.209 0.319 -3.256
H -8.475 1.552 -4.298
C -5.126 -1.736 2.535
C -6.319 -2.348 3.107
N -7.258 -2.832 3.562
H -4.439 -2.505 2.193
H -5.396 -1.118 1.681
H -4.629 -1.120 3.280
C 7.725 1.288 4.212
C 8.367 1.403 5.515
N 8.868 1.500 6.544
H 8.160 2.004 3.518
H 7.859 0.284 3.816
H 6.660 1.487 4.304
C 2.184 -3.973 -4.523
C 0.764 -3.896 -4.836
N -0.359 -3.830 -5.076
H 2.317 -4.099 -3.450
H 2.621 -4.830 -5.031
H 2.686 -3.062 -4.843
C -1.290 -3.616 4.091
C -1.629 -2.290 3.588
N -1.894 -1.249 3.180
H -0.210 -3.749 4.082
H -1.658 -3.730 5.109
H -1.747 -4.376 3.460
C 7.103 2.542 9.369
C 7.626 2.922 10.675
N 8.018 3.221 11.714
H 6.657 3.411 8.889
H 7.903 2.159 8.737
H 6.343 1.771 9.497
C -0.207 -7.263 -6.585
C 0.738 -7.281 -5.477
N 1.472 -7.273 -4.591
H -0.012 -6.400 -7.217
H -0.107 -8.174 -7.172
H -1.221 -7.191 -6.196
C -5.671 2.674 -9.398
C -4.907 2.779 -8.162
N -4.307 2.862 -7.184
H -6.161 3.622 -9.609
H -5.006 2.425 -10.223
H -6.426 1.896 -9.299
C 2.352 1.630 5.255
C 1.515 2.769 4.894
N 0.874 3.672 4.584
H 1.766 0.904 5.815
H 2.744 1.157 4.355
H 3.185 1.964 5.872
C 4.103 -0.565 11.831
C 4.659 -0.366 10.500
N 5.118 -0.212 9.457
H 4.207 0.349 12.413
H 3.049 -0.826 11.757
H 4.637 -1.369 12.334

The HOMO energy is -8.31 eV. The molecular weight comes out at 774.04 g/mol. The value obtained for the energy is -2491.7193 hartree.

***

Entry 3:
This record from the Open Molecules 2025 dataset describes 4 unconnected molecules or ions with the total composition C38H63NO14. The level of theory is ωB97M-V/def2-TZVPD.

Cartesian coordinates (Å):
C 7.187 -5.807 0.625
C 7.956 -4.645 -0.265
C 6.784 -3.832 -1.098
C 7.039 -2.199 -1.168
C 6.966 -1.442 0.285
C 5.432 -1.181 0.839
C 4.401 -0.608 -0.334
C 3.284 0.458 0.269
C 1.980 0.585 -0.770
C 0.556 0.259 -0.004
C -0.750 0.202 -1.001
C -1.639 -1.205 -0.839
C -0.699 -2.256 -1.699
C -0.993 -2.267 -3.312
C -2.203 -3.273 -3.788
C -2.657 -4.666 -3.052
C -3.881 -5.645 -3.622
C -4.699 -5.216 -5.014
C -4.225 -3.807 -5.780
C -3.026 -2.856 -5.173
C -3.213 -1.084 -1.391
O -3.531 -0.255 -2.392
O -4.156 -1.949 -0.609
C -3.261 -2.587 0.413
C -3.957 -3.480 1.608
O -5.408 -3.594 1.242
C -5.836 -5.005 1.270
C -1.950 -1.659 0.741
N -2.024 -0.572 1.790
C -3.327 0.195 1.757
C -4.759 -0.273 2.403
O -3.311 1.405 1.133
C -1.659 -1.060 3.174
C -1.251 0.094 4.311
O -1.585 -2.330 3.581
H 7.784 -6.087 1.593
H 7.046 -6.767 -0.062
H 6.115 -5.429 0.987
H 8.763 -5.159 -0.961
H 8.551 -3.973 0.488
H 5.711 -4.062 -0.676
H 6.815 -4.259 -2.209
H 8.147 -2.069 -1.586
H 6.332 -1.750 -1.993
H 7.552 -2.124 1.068
H 7.590 -0.438 0.215
H 5.515 -0.350 1.679
H 5.067 -2.175 1.337
H 5.055 -0.073 -1.150
H 3.871 -1.551 -0.783
H 2.955 0.196 1.368
H 3.830 1.505 0.321
H 1.878 1.677 -1.219
H 2.124 -0.248 -1.589
H 0.691 -0.758 0.605
H 0.384 1.101 0.806
H -1.477 1.069 -0.693
H -0.412 0.325 -2.139
H -0.845 -3.376 -1.322
H 0.468 -2.045 -1.577
H -0.002 -2.680 -3.832
H -1.104 -1.156 -3.710
H -2.084 -5.021 -2.092
H -4.205 -6.653 -3.121
H -5.578 -5.887 -5.455
H -4.763 -3.495 -6.782
H -2.729 -1.880 -5.748
H -2.778 -3.448 -0.259
H -3.943 -2.973 2.664
H -3.501 -4.556 1.698
H -7.022 -4.982 1.402
H -5.384 -5.591 2.178
H -5.633 -5.512 0.233
H -0.966 -2.254 0.993
H -4.676 -1.020 3.302
H -5.366 -0.802 1.521
H -5.435 0.621 2.768
H -0.180 -0.133 4.782
H -1.106 1.112 3.712
H -2.084 0.256 5.117
C -7.809 6.870 0.617
O -6.861 6.068 -0.084
C -6.324 5.064 0.654
O -6.584 4.813 1.821
O -5.447 4.388 -0.130
C -4.800 3.295 0.520
H -8.173 7.640 -0.068
H -8.662 6.265 0.940
H -7.338 7.365 1.472
H -5.533 2.547 0.840
H -4.209 3.648 1.372
H -4.122 2.827 -0.199
C 8.816 1.780 4.588
O 7.571 1.883 3.899
C 7.041 3.132 3.888
O 7.533 4.125 4.401
O 5.869 3.086 3.206
C 5.194 4.339 3.112
H 9.146 0.739 4.534
H 9.575 2.407 4.109
H 8.697 2.050 5.642
H 5.808 5.069 2.575
H 4.931 4.711 4.108
H 4.271 4.184 2.547
C -4.582 6.426 -2.253
O -3.357 5.732 -2.027
C -2.262 6.352 -2.536
O -2.255 7.411 -3.144
O -1.177 5.589 -2.250
C 0.057 6.122 -2.728
H -5.390 5.841 -1.805
H -4.563 7.410 -1.774
H -4.780 6.521 -3.326
H 0.262 7.094 -2.268
H 0.044 6.204 -3.820
H 0.856 5.432 -2.445

The energy relative to the best compared isomer or geometry (same formula, charge and spin) comes out at 1959.8 kJ/mol. The HOMO energy is -8.39 eV. The molecular weight comes out at 757.92 g/mol. The value obtained for the energy is -2593.0950 hartree.

***

Entry 4:
This record from the Open Molecules 2025 dataset describes a molecular structure, C38H66O20PbPdS8. The level of theory is ωB97M-V/def2-TZVPD.

Cartesian coordinates (Å):
Pd -2.723 0.561 3.647
Pb 1.622 0.554 -3.507
C -0.385 -0.883 0.406
C 0.300 -0.236 -0.634
C 0.145 1.292 -0.735
O 0.858 1.819 -1.618
C -0.621 2.008 0.196
C -1.320 1.310 1.186
C -1.171 -0.189 1.298
O -1.683 -0.816 2.278
O -2.001 1.969 2.024
O 1.062 -0.797 -1.429
H -0.247 -1.947 0.550
H -0.800 3.046 -0.051
C -0.848 -6.776 2.942
C -0.411 -5.382 3.400
C -1.637 -4.515 3.335
S -2.356 -4.938 1.726
O -1.849 -4.087 0.665
O -3.778 -5.095 1.880
C -1.531 -6.536 1.581
H -1.551 -7.247 3.630
H 0.004 -7.430 2.771
H 0.332 -5.009 2.679
H 0.166 -5.384 4.325
H -1.558 -3.430 3.380
H -2.439 -4.838 4.000
H -0.708 -6.383 0.880
H -2.205 -7.269 1.147
C -3.284 -0.631 -2.118
C -3.977 -0.496 -3.487
C -3.054 -0.923 -4.633
S -1.633 -1.736 -3.840
O -0.502 -0.820 -3.831
O -1.419 -3.030 -4.423
C -2.409 -1.866 -2.245
H -4.011 -0.769 -1.321
H -2.674 0.257 -1.922
H -4.357 0.510 -3.670
H -4.896 -1.085 -3.471
H -2.594 -0.114 -5.197
H -3.540 -1.664 -5.258
H -1.676 -2.073 -1.471
H -3.035 -2.760 -2.292
C 2.320 -1.845 2.042
C 3.142 -3.081 1.643
C 3.320 -3.839 2.935
S 3.697 -2.583 4.195
O 5.107 -2.453 4.412
O 2.753 -2.743 5.273
C 3.101 -1.180 3.173
H 1.341 -2.134 2.429
H 2.261 -1.159 1.197
H 4.082 -2.699 1.238
H 2.644 -3.685 0.885
H 4.084 -4.607 3.050
H 2.413 -4.252 3.379
H 4.049 -0.760 2.825
H 2.568 -0.491 3.823
C -0.182 5.766 -5.327
C -0.637 5.837 -3.872
C -0.499 4.445 -3.278
S -1.149 3.367 -4.576
O -2.583 3.382 -4.509
O -0.391 2.124 -4.500
C -0.626 4.423 -5.945
H 0.910 5.735 -5.357
H -0.447 6.598 -5.973
H -1.663 6.197 -3.787
H -0.027 6.533 -3.294
H -1.081 4.322 -2.367
H 0.541 4.157 -3.127
H -1.428 4.396 -6.678
H 0.257 3.910 -6.325
C 0.195 4.503 4.066
C 1.557 3.976 3.594
C 1.315 2.496 3.337
S 0.361 1.971 4.776
O 1.279 1.472 5.753
O -0.772 1.114 4.431
C -0.208 3.615 5.232
H -0.504 4.315 3.243
H 0.179 5.563 4.302
H 2.341 4.182 4.322
H 1.804 4.479 2.659
H 2.178 1.839 3.246
H 0.703 2.355 2.444
H 0.279 3.895 6.167
H -1.270 3.564 5.473
C -6.861 3.204 2.827
C -6.565 3.650 1.396
C -5.291 2.931 0.955
S -5.612 1.245 1.540
O -4.418 0.739 2.222
O -6.182 0.449 0.501
C -6.884 1.667 2.751
H -7.845 3.583 3.089
H -6.077 3.549 3.499
H -6.369 4.717 1.268
H -7.366 3.407 0.695
H -4.406 3.264 1.496
H -5.134 2.854 -0.117
H -6.597 1.243 3.711
H -7.837 1.289 2.393
C 3.606 -4.165 -2.246
C 2.118 -4.116 -2.683
C 2.127 -4.090 -4.192
S 3.358 -2.853 -4.577
O 2.721 -1.561 -4.331
O 4.032 -3.133 -5.797
C 4.375 -3.216 -3.144
H 3.860 -5.194 -2.514
H 3.700 -4.059 -1.171
H 1.575 -3.246 -2.294
H 1.548 -4.922 -2.217
H 1.197 -3.848 -4.706
H 2.444 -5.054 -4.597
H 4.743 -2.296 -2.689
H 5.293 -3.671 -3.524
C 5.435 2.936 -0.360
C 3.934 2.923 -0.030
C 3.673 1.484 0.375
S 4.517 0.510 -0.891
O 3.632 0.183 -2.001
O 5.210 -0.548 -0.206
C 5.677 1.818 -1.359
H 6.004 2.741 0.553
H 5.790 3.898 -0.727
H 3.383 3.191 -0.934
H 3.678 3.590 0.790
H 2.635 1.159 0.437
H 4.207 1.137 1.260
H 5.400 2.080 -2.385
H 6.651 1.343 -1.465

As for the spin multiplicity: 3. The energy relative to the best compared isomer or geometry (same formula, charge and spin) comes out at 0.0 kJ/mol. The HOMO energy (alpha / beta) is -13.34 / -13.29 eV. The molecular weight comes out at 1413.08 g/mol. The total charge is +2. The value obtained for the energy is -6497.9899 hartree.

***

> Look up the energy of the fourth one.

-6497.9899 hartree

***

> Which value of molecular weight does entry 3 give?

757.92 g/mol

***

> Which of these has the lowest molecular weight?

C38H63NO14